[1]
The following is a quantum chemistry calculation of an isolated molecule of C2H5NO in a non-equilibrium geometry, from OMol25.

Properties
- SMILES string = CNC=O
- charge = 0

XYZ file:
```
9
C2H5NO, DFT ωB97M-V with the def2-TZVPD basis set
H 1.148 -1.311 -0.467
C -0.580 0.557 1.006
N -0.811 -0.215 -0.051
H -1.792 -0.573 -0.151
H 0.464 -0.295 -1.802
C 0.799 -0.336 -0.792
O 0.538 1.006 1.181
H -1.394 0.761 1.711
H 1.628 0.407 -0.637
```

Löwdin atomic charge list, values in e, 5 entries: H 0.059; C -0.470; N 0.033; H 0.127; H 0.035

---

[2]
The following is a quantum chemistry calculation of an isolated molecule of C2H5NO, from OMol25.

Properties
- SMILES string = C=C(N)O
- charge = 0

XYZ file:
```
9
C2H5NO, DFT ωB97M-V with the def2-TZVPD basis set
C 0.077 0.072 -0.134
C -1.156 -0.125 0.354
H 1.258 -0.964 1.131
H -0.483 1.295 -1.441
N 1.206 -0.671 0.169
H -1.410 -1.007 0.925
H -1.923 0.626 0.204
O 0.360 1.054 -1.035
H 2.072 -0.279 -0.174
```

Löwdin atomic charge list, values in e, 5 entries: C -0.547; C 0.010; H 0.094; H 0.106; N 0.111

---

Computed values of LUMO level (unit: eV) for the preceding records, in sequence: 1.01; 0.92.
Computed values of energy (unit: Eh) for the preceding records, in sequence: -209.1328; -209.1817.
Computed values of relative energy (zero: lowest compared OMol25 entry of this formula, charge and spin) (unit: eV) for the preceding records, in sequence: 2.437; 1.105.